Entry from OMol25: a molecular structure, C17H37Be2ClGaNO6S in a non-equilibrium geometry (ωB97M-V/def2-TZVPD).

Each line ends with the natural charge from an NBO analysis.
Positions of all 66 atoms, in Å:
Ga: 1.033 0.746 -1.478  1.4706
Cl: -2.534 3.655 5.067  0.0468
S: -1.574 -3.204 2.161  2.4978
O: -2.239 0.698 -4.854  -0.5167
O: -2.143 -2.471 3.271  -0.8758
O: -2.228 -4.698 2.150  -0.6877
O: -0.151 -3.326 1.946  -0.8771
O: -2.389 -7.070 3.795  -0.7249
O: -2.263 -2.661 0.787  -0.6920
N: -0.812 2.618 -5.588  -0.9208
C: 1.353 3.847 -1.103  -0.2793
C: 0.099 -0.371 -3.006  -0.8745
C: 0.377 0.491 -4.402  -0.4659
C: 0.264 0.901 1.562  -0.4225
C: 0.385 2.690 -1.739  -1.1014
C: -1.196 1.000 2.302  -0.4196
C: 4.008 1.753 -1.451  -0.2703
C: 4.093 0.909 1.183  -0.6356
C: 1.099 4.512 0.238  -0.4089
C: 3.061 0.448 -1.738  -0.9878
C: 4.184 2.158 0.127  -0.4446
C: -3.786 -7.262 3.925  -0.2490
C: -1.011 1.228 -4.955  0.6628
C: -2.903 -3.745 0.116  -0.1038
C: -1.681 2.599 2.362  -0.4652
C: 0.334 -0.142 0.301  -0.8380
C: -3.304 -4.726 1.215  -0.1103
Be: 2.310 3.179 -2.922  1.5677
Be: 2.969 5.772 2.059  0.3095
H: 0.687 1.939 1.229  0.1873
H: 1.858 4.397 1.150  0.1831
H: -0.831 3.328 2.012  0.2254
H: -0.792 -0.444 0.050  0.2472
H: -3.967 -8.130 4.563  0.1981
H: -2.179 -4.197 -0.570  0.1973
H: 3.049 0.957 1.710  0.2227
H: 5.287 2.602 0.234  0.2484
H: 3.360 -0.523 -1.143  0.2885
H: -3.458 -5.738 0.834  0.2344
H: -1.069 0.692 3.448  0.2880
H: 0.895 -0.152 -5.239  0.2862
H: -2.002 2.926 3.457  0.2149
H: 3.647 2.626 -2.151  -0.0887
H: 0.138 2.853 -2.895  0.2706
H: -2.016 0.332 1.800  0.2624
H: -4.223 -7.440 2.939  0.1480
H: -3.766 -3.386 -0.452  0.2225
H: -2.259 -6.294 3.223  0.4662
H: 5.098 1.465 -1.842  0.2735
H: 0.118 5.114 0.462  0.2748
H: -4.209 -4.390 1.731  0.2047
H: -1.739 3.097 -5.636  0.4091
H: -0.661 2.782 -1.186  0.3529
H: 0.644 -1.401 -3.148  0.2599
H: 3.214 0.172 -2.889  0.2403
H: -2.583 2.729 1.592  0.2544
H: 1.131 1.382 -4.167  0.1117
H: 1.010 -1.061 0.564  0.2704
H: 1.022 0.484 2.384  0.2436
H: -1.041 -0.553 -2.792  0.2763
H: 4.897 1.133 2.037  0.2566
H: 3.465 2.997 0.512  0.2010
H: -0.511 2.420 -6.587  0.4083
H: -4.236 -6.376 4.380  0.1585
H: 2.286 4.265 -1.691  0.0743
H: 4.380 -0.138 0.745  0.2438

Properties
* maximum force: 8.64 eV/Å
* total energy: -3987.331439 Eh
* net charge: +2
* multiplicity: 1
* HOMO-LUMO gap: 1.791 eV

---

Entry from OMol25: 4 unconnected molecules or ions with the total composition C17H37ClNO9P in a non-equilibrium geometry (ωB97M-V/def2-TZVPD).

Each line ends with the natural charge from an NBO analysis.
Positions of all 66 atoms, in Å:
Cl: -6.626 1.209 -0.272  -0.0737
P: -2.756 2.454 -0.606  2.2036
O: 1.515 1.020 -0.190  -0.5553
O: -2.377 -2.457 -0.049  -0.5384
O: -3.948 3.432 -0.209  -0.9573
O: -2.653 -0.268 -0.575  -0.4990
O: -0.606 0.639 -5.264  -0.5374
O: -5.368 -1.050 -0.218  -0.4605
O: -1.793 -0.824 1.396  -0.4969
O: -3.137 2.180 -2.119  -0.9654
O: 0.738 -1.533 4.362  -0.5402
N: -1.371 3.144 -0.439  -1.3277
C: -1.758 0.600 1.284  -0.1039
C: 0.546 -2.585 3.430  -0.0701
C: -0.411 -0.614 -4.629  -0.0667
C: -0.032 -0.496 -3.165  -0.6449
C: -2.884 0.850 0.295  -0.1265
C: -0.387 -3.682 3.910  -0.6439
C: 3.138 -0.611 0.708  -0.6479
C: -4.256 0.670 1.026  -0.5605
C: 1.299 -1.901 5.608  -0.0628
C: 1.734 0.956 -5.972  -0.6448
C: -5.329 0.066 0.161  0.5653
C: 2.678 -2.531 5.507  -0.6445
C: 2.252 -0.167 -0.442  -0.0634
C: 3.198 2.595 -1.054  -0.6442
C: 2.275 2.186 0.080  -0.0643
C: -2.283 -1.312 0.233  0.9690
C: 0.508 1.513 -5.270  -0.0655
H: -2.298 2.112 -2.604  0.5277
H: 2.837 2.071 1.013  0.1628
H: 3.703 3.529 -0.804  0.2195
H: -3.708 3.839 0.637  0.5104
H: 1.494 -0.927 -0.633  0.1893
H: -4.128 0.039 1.907  0.2582
H: 0.761 1.823 -4.248  0.1572
H: 3.966 1.845 -1.249  0.2034
H: 3.926 0.111 0.923  0.2042
H: -1.363 -1.134 -4.722  0.1932
H: 1.493 0.680 -6.999  0.2138
H: 0.117 -2.111 2.549  0.1969
H: 0.041 -1.487 -2.716  0.2199
H: 2.547 -0.744 1.616  0.2181
H: -1.358 -3.265 4.180  0.2125
H: 2.630 2.742 -1.973  0.2139
H: 0.330 -1.212 -5.172  0.1588
H: 2.659 -3.477 4.966  0.2047
H: 1.511 -3.007 3.124  0.1556
H: 3.070 -2.729 6.505  0.2158
H: 1.364 -0.972 6.175  0.1850
H: 0.163 2.406 -5.791  0.1884
H: 3.367 -1.861 4.991  0.2104
H: 2.127 0.070 -5.471  0.2027
H: -4.611 1.639 1.370  0.2503
H: -0.533 -4.418 3.120  0.2220
H: -0.814 0.821 0.774  0.2215
H: 3.617 -1.560 0.462  0.2183
H: -0.726 2.616 0.134  0.3762
H: 2.836 -0.065 -1.364  0.1622
H: 0.617 -2.560 6.157  0.1595
H: 2.526 1.705 -5.989  0.2153
H: 1.539 2.973 0.249  0.1895
H: -1.740 1.146 2.222  0.2218
H: 0.007 -4.206 4.783  0.2000
H: -0.796 0.070 -2.628  0.2050
H: 0.921 0.014 -3.020  0.2035

Properties
* maximum force: 2.17 eV/Å
* total energy: -2203.420490 Eh
* multiplicity: 1
* HOMO-LUMO gap: 10.024 eV
* SMILES: N=P(O)(O)[C@]1(CC(=O)Cl)COC(=O)O1.CCOCC.CCOCC.CCOCC

---

Entry from OMol25: a molecular structure, C17H38BaN8O10 in a non-equilibrium geometry (ωB97M-V/def2-TZVPD).

Each line ends with the Löwdin charge.
Positions of all 74 atoms, in Å:
Ba: -0.078 0.153 -0.334  1.9595
O: 1.605 0.557 -7.479  -0.0160
O: -0.846 -2.034 -1.935  -0.1439
O: -2.889 -0.052 0.184  -0.0830
O: -1.040 1.171 -7.626  -0.0042
O: -1.328 1.146 -2.960  -0.2096
O: 1.305 2.504 -0.422  -0.1258
O: 2.761 -4.028 0.961  -0.1771
O: -0.835 -1.922 1.136  -0.1757
O: 1.423 -0.033 -2.918  -0.2357
O: -1.329 2.376 1.234  -0.2963
N: 2.275 4.361 0.313  0.1771
N: -0.951 -3.001 3.129  0.1933
N: 2.750 -0.569 -0.216  -0.0553
N: -4.829 0.898 0.399  0.1920
N: 0.523 0.621 2.447  -0.0148
N: -2.467 -3.331 1.617  0.1833
N: 2.380 3.861 -1.774  0.2104
N: -4.386 -0.130 -1.414  0.2203
C: 3.321 -1.697 0.442  -0.3881
C: -0.592 0.990 -6.483  -0.3591
C: -1.109 2.367 2.644  -0.1618
C: 1.436 0.112 -5.150  -0.0323
C: 1.939 3.532 -0.626  -0.7844
C: -0.913 0.557 4.437  -0.0549
C: 4.128 -1.197 1.699  -0.0337
C: -1.317 -2.747 1.920  -0.7159
C: -1.315 1.126 -5.219  -0.0207
C: -0.654 0.914 -4.033  -0.4015
C: 0.785 0.309 -3.995  -0.4130
C: 2.133 -2.743 0.747  -0.1475
C: -3.975 0.240 -0.280  -0.8332
C: 0.874 0.465 -6.448  -0.3135
C: -0.764 0.932 2.994  -0.4838
C: 1.932 -4.918 1.597  -0.1352
C: -1.914 3.458 0.539  -0.0917
H: -3.762 -0.697 -1.971  0.1406
H: 1.246 1.253 2.756  0.0960
H: -0.240 -2.426 3.558  0.1111
H: 2.089 3.322 -2.577  0.1448
H: -0.870 -0.493 4.725  0.0691
H: 2.630 -5.615 2.061  0.0953
H: -2.958 -3.926 2.270  0.1125
H: 2.402 -0.370 -5.135  0.1018
H: -1.792 1.077 4.818  0.0864
H: 1.283 -4.446 2.334  0.0662
H: -1.617 0.362 2.627  0.1250
H: 1.380 -2.792 -0.039  0.1042
H: -1.469 -2.761 -1.928  0.0475
H: 1.652 4.262 1.102  0.1135
H: -2.344 1.439 -5.318  0.0931
H: -5.133 0.478 -1.717  0.1298
H: -2.990 -2.914 0.860  0.1180
H: -5.716 1.037 -0.063  0.1244
H: 1.661 -2.310 1.629  0.0859
H: 2.949 -0.681 -1.200  0.0664
H: -0.061 -2.394 -2.348  0.0465
H: 0.825 -0.285 2.775  0.0561
H: 3.511 -0.807 2.508  0.0618
H: 4.545 -2.122 2.098  0.0746
H: 2.652 5.270 0.086  0.1187
H: -0.358 3.092 2.958  0.1325
H: -2.075 2.622 3.080  0.1292
H: 4.881 -0.475 1.382  0.0792
H: -4.523 1.152 1.328  0.1335
H: -2.337 3.157 -0.419  0.0967
H: -0.072 1.001 4.972  0.0829
H: 3.145 4.518 -1.840  0.1271
H: -2.750 4.036 0.933  0.0874
H: -1.397 -3.714 3.689  0.1287
H: 1.324 -5.393 0.827  0.0926
H: -1.135 4.189 0.325  0.0822
H: 3.370 0.187 0.036  0.0704
H: 4.017 -2.077 -0.306  0.1403

Properties
* maximum force: 5.19 eV/Å
* total energy: -1886.562601 Eh
* energy relative to the best compared isomer or geometry (same formula, charge and spin): 299.0 kJ/mol
* multiplicity: 1
* HOMO-LUMO gap: 4.411 eV